{"formula": "C17H12N5O6OsS", "method": "wB97M-V/def2-TZVPD", "elements": ["Os", "O", "C", "O", "C", "C", "C", "C", "C", "N", "C", "O", "O", "H", "H", "H", "N", "C", "C", "C", "C", "C", "C", "S", "O", "O", "N", "C", "N", "C", "C", "C", "N", "H", "H", "H", "H", "H", "H", "H", "H", "H"], "positions_angstrom": [[-0.152, 0.411, 0.061], [1.836, 1.651, -3.200], [1.492, 1.172, -2.166], [0.306, 1.420, -1.565], [2.328, 0.195, -1.373], [3.587, -0.283, -1.666], [4.156, -1.209, -0.791], [3.465, -1.641, 0.340], [2.210, -1.121, 0.570], [1.701, -0.228, -0.276], [1.257, -1.444, 1.699], [1.481, -2.262, 2.533], [0.132, -0.691, 1.639], [4.092, 0.063, -2.557], [5.143, -1.599, -0.996], [3.875, -2.362, 1.033], [-5.375, 3.010, -4.905], [-4.820, 2.393, -3.851], [-5.589, 1.512, -3.055], [-5.019, 0.883, -1.980], [-3.673, 1.122, -1.675], [-2.894, 1.993, -2.452], [-3.460, 2.622, -3.525], [-2.985, 0.243, -0.344], [-4.022, -0.323, 0.443], [-2.060, 1.215, 0.372], [-1.867, -0.697, -0.987], [-1.865, -2.105, -0.890], [-3.009, -2.750, -1.037], [-2.933, -4.076, -0.937], [-1.737, -4.736, -0.716], [-0.607, -3.948, -0.602], [-0.654, -2.618, -0.687], [-6.340, 2.859, -5.149], [-4.840, 3.639, -5.481], [-6.630, 1.345, -3.299], [-5.594, 0.211, -1.359], [-1.854, 2.171, -2.211], [-2.874, 3.302, -4.130], [-3.864, -4.618, -1.045], [-1.686, -5.811, -0.641], [0.369, -4.387, -0.432]], "nbo_charge": [1.5204, -0.5298, 0.7676, -0.7390, 0.0897, -0.1796, -0.1420, -0.1696, 0.0943, -0.4078, 0.7580, -0.5145, -0.6886, 0.2611, 0.2425, 0.2610, -0.5918, 0.2465, -0.1968, -0.0999, -0.2313, -0.1588, -0.1803, 2.2978, -0.8575, -0.9243, -0.9449, 0.5303, -0.4707, 0.1041, -0.3122, 0.1028, -0.4880, 0.4257, 0.4269, 0.2418, 0.2687, 0.2858, 0.2440, 0.2093, 0.2409, 0.2083], "total_charge": 1, "homo_lumo_gap_ev": [7.4, 3.9], "e_lumo_ha": [-0.1276, -0.2682], "spin_multiplicity": 5, "relative_energy_kcal_mol": 20.3, "largest_force_ev_per_a": 2.70, "total_energy_ha": -1868.840140}